(1)
The following is a DFT calculation (wB97M-V/def2-TZVPD) of C6H10O in the gas phase.

The calculation puts the relative energy (zero: lowest compared OMol25 entry of this formula, charge and spin) at 73.5 kcal/mol. The calculated total energy is -309.7252 Eh. Its net charge is 0. The LUMO energy is 0.6 eV. For the HOMO energy, the calculation gives -8.08 eV. The frontier orbital gap comes out at 0.318 Eh.

Cartesian coordinates (Å):
O: 1.7586 -0.5434 1.3153
C: -1.1885 -0.6181 0.3265
C: 0.0618 -1.2143 -0.3142
C: -1.4337 0.8074 -0.1821
C: 1.0004 1.1406 -0.2380
C: -0.2845 1.7842 -0.1182
C: 1.2865 -0.3533 -0.0102
H: 0.2498 -2.2333 0.0422
H: 1.0755 -0.2433 1.9287
H: 1.8838 1.7632 -0.0609
H: -1.7597 0.7798 -1.2370
H: 2.1271 -0.6711 -0.6356
H: -2.0619 -1.2508 0.1368
H: -2.2734 1.2780 0.3388
H: -0.0751 -1.2690 -1.4031
H: 0.7021 1.4357 -1.3087
H: -1.0689 -0.5924 1.4197

Atomic partial charges in e from the Löwdin method, atoms 1 to 6: -0.026, -0.203, -0.155, -0.250, -0.186, 0.018


(2)
The following is a DFT calculation (wB97M-V/def2-TZVPD) of a molecular structure, C23H33Cl2HgN4O4 in a non-equilibrium geometry.

The calculation puts the relative energy (zero: lowest compared OMol25 entry of this formula, charge and spin) at 0.0 kcal/mol. The calculated total energy is -2490.0338 Eh. Its net charge is -1. The LUMO energy (alpha / beta) is 2.0 / 2.0 eV. For the HOMO energy (alpha / beta), the calculation gives -0.46 / -2.85 eV. The frontier orbital gap (alpha / beta) comes out at 0.089 / 0.177 Eh.

Cartesian coordinates (Å):
Hg: -0.7583 -1.0508 1.4650
Cl: -0.1359 -3.2035 2.1153
Cl: -1.8501 1.0202 1.0698
O: 3.8969 2.5387 1.3744
O: 0.8887 1.2153 -2.4169
O: -1.7958 -1.6062 -0.8343
O: 1.7456 -0.8362 0.1957
N: 0.5333 0.6443 2.9847
N: 3.8580 -1.7471 0.1632
N: 0.6765 3.0800 -1.1351
N: 4.3199 3.5629 3.3647
C: 2.5098 -1.8107 0.1590
C: 0.4479 2.3116 4.6916
C: -1.6637 -0.9624 -3.3762
C: -2.8000 -1.7815 -1.5377
C: -4.1205 -1.9076 -0.8505
C: 1.6797 1.1557 2.5383
C: -0.1738 3.9351 -0.3242
C: 2.3164 2.2415 3.1641
C: 1.8446 3.6641 -1.7619
C: -5.2709 -1.2884 -1.3635
C: -5.3791 -2.6504 1.0849
C: 0.2639 1.8706 -1.5726
C: 4.5885 -0.5039 -0.0386
C: 1.6802 2.8153 4.2787
C: -0.2696 -1.3090 -3.4990
C: 4.6534 -2.9623 0.2006
C: 3.5774 2.7675 2.5449
C: -6.5419 -2.0831 0.5429
C: -0.0963 1.2191 4.0042
C: -6.4688 -1.3532 -0.6500
C: -2.3994 -3.3666 -3.4162
C: -2.7342 -1.9089 -3.0546
C: -4.1739 -2.5663 0.3910
H: -0.0252 -1.6976 -4.5055
H: -2.1957 -3.4612 -4.4875
H: -3.2465 -4.0054 -3.1539
H: -0.6804 1.5327 -1.0985
H: 0.3302 -0.3912 -3.3316
H: -0.1160 2.7385 5.5121
H: -3.2595 -2.9993 0.7943
H: -7.3531 -0.8399 -1.0259
H: 0.0716 -2.0536 -2.7546
H: 5.0143 -3.2476 -0.7987
H: -5.2129 -0.7389 -2.3050
H: 5.5587 -0.6197 0.4609
H: 2.1356 -2.8552 0.1358
H: 5.5282 -2.7965 0.8402
H: -7.4934 -2.1922 1.0674
H: -3.6886 -1.5796 -3.4824
H: 4.0426 -3.7769 0.6027
H: 4.7803 -0.3278 -1.1091
H: 2.6662 2.9412 -1.7431
H: -0.7603 3.3044 0.3570
H: -1.5227 -3.6897 -2.8396
H: 2.1247 3.6647 4.8001
H: 4.1440 3.6214 4.3548
H: 2.0971 0.6942 1.6380
H: -0.8657 4.5249 -0.9492
H: -5.4168 -3.1555 2.0460
H: 5.2180 3.8741 3.0209
H: 2.1157 4.5590 -1.2015
H: 4.0592 0.3559 0.3804
H: -1.9174 0.0949 -3.4301
H: 0.4587 4.6289 0.2388
H: 1.6371 3.9308 -2.8079
H: -1.0760 0.8183 4.2725

Atomic partial charges in e from the Löwdin method, atoms 1 to 6: 0.645, -0.227, -0.057, 0.040, -0.027, -0.180